[1]
ORCA calculation (ωB97M-V/def2-TZVPD) on a structure of composition C25H22AuO7P4S2.

Cartesian coordinates (Å):
1 Au -2.8981 0.5021 0.6046
2 S -1.5993 2.3562 2.1675
3 P -0.2041 1.3596 1.1551
4 C -1.0819 0.8595 -0.2729
5 P -0.7795 0.5425 -1.9953
6 S -2.2459 1.1066 -3.1381
7 C 0.7524 1.4169 -2.4581
8 C 0.7700 2.8015 -2.2867
9 C 1.8589 3.5464 -2.7001
10 C 2.9432 2.9172 -3.3020
11 C 2.9259 1.5454 -3.4918
12 C 1.8321 0.7957 -3.0732
13 C -0.3917 -1.2275 -2.0137
14 C 0.7401 -1.7230 -1.3669
15 C 0.9396 -3.0892 -1.2630
16 C -0.0065 -3.9645 -1.7834
17 C -1.1393 -3.4766 -2.4168
18 C -1.3294 -2.1074 -2.5403
19 C 0.3896 -0.1195 2.0151
20 C -0.1973 -1.3556 1.7569
21 C 0.1921 -2.4721 2.4826
22 C 1.1681 -2.3579 3.4603
23 C 1.7552 -1.1252 3.7211
24 C 1.3654 -0.0061 3.0038
25 C 1.2888 2.3491 0.8674
26 C 1.2597 3.7243 1.0639
27 C 2.3936 4.4858 0.8163
28 C 3.5552 3.8768 0.3668
29 C 3.5880 2.5027 0.1643
30 C 2.4604 1.7409 0.4186
31 H -0.0871 3.2921 -1.8388
32 H 1.8646 4.6191 -2.5536
33 H 3.7964 3.4998 -3.6275
34 H 3.7607 1.0522 -3.9744
35 H 1.8164 -0.2730 -3.2430
36 H 1.4575 -1.0421 -0.9242
37 H 1.8145 -3.4702 -0.7511
38 H 0.1299 -5.0333 -1.6734
39 H -1.9053 -4.1518 -2.7725
40 H -2.2290 -1.7137 -2.9929
41 H -0.9640 -1.4703 1.0004
42 H -0.2875 -3.4195 2.2740
43 H 1.4693 -3.2288 4.0294
44 H 2.5115 -1.0331 4.4906
45 H 1.8156 0.9563 3.2166
46 H 0.3456 4.1858 1.4172
47 H 2.3674 5.5564 0.9757
48 H 4.4385 4.4720 0.1704
49 H 4.4906 2.0256 -0.1954
50 H 2.4924 0.6680 0.2729
51 O -6.5452 -0.9882 2.7075
52 P -5.0288 -1.0725 2.2059
53 O -4.1327 -1.6325 3.2563
54 O -4.7201 0.2984 1.6373
55 O -5.1221 -2.1250 0.9919
56 P -3.8068 -2.6665 0.1660
57 O -2.8687 -3.1472 1.3742
58 O -4.1603 -3.7756 -0.7279
59 O -3.1943 -1.4179 -0.4776
60 H -6.6863 -1.6582 3.3857
61 H -3.1378 -2.7110 2.2183

Forces on atoms 1 to 3 (eV/Å):
0.2 0.1 -0.1
0.0 0.0 0.1
0.1 0.1 -0.1

Summary:
Energy (eV): -103142.912
Lowest unoccupied orbital energy (spin up / spin down) (eV): 2.26 / 1.09
Multiplicity: 3
ΔE to the lowest compared entry with this formula, charge and spin (eV): 0.000
Charge: -1
Kohn-Sham gap (spin up / spin down) (eV): 7.1 / 7.0
<S²>: 2.01

=====

[2]
ORCA calculation (ωB97M-V/def2-TZVPD) on a structure of composition C25H22BF6N11O11S2Tl.

Cartesian coordinates (Å):
1 Tl 0.5899 -1.7830 0.2899
2 C 2.1394 0.2671 -2.4506
3 C 0.8349 0.8934 -2.0809
4 C 0.1733 1.9780 -2.6849
5 C -0.9783 2.1397 -1.9469
6 N -0.9832 1.2138 -0.9670
7 N 0.1181 0.4412 -1.0642
8 B -2.0906 0.8945 0.0787
9 N -1.5516 0.8639 1.5257
10 C -2.0777 1.4657 2.6128
11 C -1.3275 1.1018 3.7093
12 C -0.3444 0.2378 3.1906
13 C 0.7526 -0.4897 3.9002
14 N -0.5022 0.1050 1.8856
15 N -2.6943 -0.4611 -0.2830
16 C -3.3185 -0.7781 -1.4336
17 C -3.5430 -2.1334 -1.4358
18 C -2.9839 -2.5818 -0.2252
19 C -2.8581 -3.9860 0.2704
20 N -2.4758 -1.5719 0.4651
21 N -3.1238 2.0493 0.0099
22 C -2.8503 3.3526 0.2281
23 C -4.0308 4.0544 0.1288
24 C -4.9972 3.0677 -0.1524
25 C -6.4694 3.2390 -0.3615
26 N -4.4421 1.8671 -0.2172
27 H 2.8256 1.0219 -2.8373
28 H 2.0136 -0.5068 -3.2097
29 H 2.6058 -0.2062 -1.5859
30 H 0.4969 2.5576 -3.5337
31 H -1.7845 2.8460 -2.0511
32 H -2.9376 2.1084 2.5329
33 H -1.4638 1.4176 4.7305
34 H 1.0127 0.0189 4.8301
35 H 1.6467 -0.5587 3.2769
36 H 0.4497 -1.5092 4.1513
37 H -3.5469 -0.0204 -2.1648
38 H -3.9886 -2.7255 -2.2172
39 H -3.3374 -4.6780 -0.4217
40 H -3.3195 -4.0998 1.2540
41 H -1.8084 -4.2727 0.3483
42 H -1.8423 3.6786 0.4359
43 H -4.1759 5.1165 0.2425
44 H -6.7428 4.2942 -0.3226
45 H -7.0392 2.7115 0.4054
46 H -6.7766 2.8417 -1.3301
47 O 5.3087 -0.8774 0.9304
48 C 4.2122 -0.7754 1.5263
49 O 3.2977 -1.5853 1.6970
50 C 4.0976 0.6423 2.0430
51 C 5.1281 1.1727 2.8176
52 C 5.0454 2.4635 3.2782
53 C 3.9838 3.3350 2.9362
54 C 3.0030 2.8631 2.1398
55 C 2.9429 1.4691 1.6813
56 O 1.9618 1.0054 1.1129
57 N 1.9441 3.7960 1.7410
58 O 1.5173 3.7164 0.6133
59 O 1.5912 4.6242 2.5678
60 N 6.1068 2.9883 4.1318
61 O 6.0428 4.1617 4.4649
62 O 7.0042 2.2363 4.4641
63 H 5.9871 0.5573 3.0398
64 H 3.9712 4.3517 3.2970
65 F 2.9369 -6.5767 -2.8405
66 C 2.7314 -5.4770 -2.1033
67 F 3.8646 -5.1986 -1.4588
68 F 1.7895 -5.7546 -1.2000
69 S 2.2387 -4.0465 -3.1558
70 O 2.0326 -2.9767 -2.2219
71 O 3.3025 -3.9440 -4.1102
72 N 0.9460 -4.6221 -3.8509
73 S -0.5437 -4.2237 -3.5303
74 O -0.8121 -3.7540 -2.2015
75 O -1.4093 -5.2115 -4.1077
76 C -0.8102 -2.7416 -4.5978
77 F -0.0781 -1.7073 -4.1897
78 F -0.4893 -3.0014 -5.8735
79 F -2.0980 -2.3924 -4.5658

Forces on atoms 1 to 3 (eV/Å):
0.0 0.0 0.1
0.0 0.0 0.0
0.0 0.0 -0.1

Summary:
Energy (eV): -108540.942
Lowest unoccupied orbital energy (spin up / spin down) (eV): 3.23 / 1.27
Multiplicity: 2
ΔE to the lowest compared entry with this formula, charge and spin (eV): 0.000
Charge: -2
Kohn-Sham gap (spin up / spin down) (eV): 7.3 / 5.3
<S²>: 0.78

=====

[3]
ORCA calculation (ωB97M-V/def2-TZVPD) on a structure of composition C25H22BaN7O4S at a distorted geometry.

Cartesian coordinates (Å):
1 Ba -1.4736 -0.1377 1.0640
2 N 1.4211 -3.4920 2.0161
3 C 0.7886 -2.3381 2.4020
4 S -0.5528 -2.4696 3.4137
5 N 1.3839 -1.2124 1.9988
6 N 0.6989 -0.1047 2.3065
7 C 1.2332 1.0653 2.2095
8 C 2.6244 1.3048 1.7643
9 C 2.8748 2.2055 0.7268
10 C 4.1663 2.4165 0.2763
11 C 5.2267 1.7308 0.8504
12 C 4.9843 0.8205 1.8676
13 C 3.6920 0.5977 2.3136
14 C 0.3494 2.2056 2.4841
15 C 0.8584 3.4787 2.7431
16 C -0.0197 4.5354 2.9260
17 C -1.3779 4.3049 2.8346
18 C -1.7977 2.9997 2.6094
19 N -0.9726 1.9707 2.4924
20 H 0.8552 -4.3191 2.1037
21 H 2.0216 -3.4338 1.2069
22 H 2.0423 2.7212 0.2645
23 H 4.3497 3.1134 -0.5322
24 H 6.2375 1.8995 0.5019
25 H 5.8058 0.2732 2.3113
26 H 3.4983 -0.1233 3.0942
27 H 1.9258 3.6351 2.7981
28 H 0.3610 5.5293 3.1225
29 H -2.0999 5.1049 2.9113
30 H -2.8559 2.7701 2.5777
31 C 0.6555 0.4662 -3.0032
32 C 0.1994 0.7623 -1.6042
33 N 0.4266 -0.0139 -0.6101
34 O 1.1442 -1.1895 -0.8633
35 C -0.5066 2.0026 -1.3422
36 C -0.4226 3.1552 -2.3095
37 N -1.2143 2.0944 -0.2499
38 O -1.8147 3.1978 0.0374
39 H 0.9417 -0.5792 -3.0800
40 H 1.5104 1.0889 -3.2683
41 H -0.1584 0.6745 -3.6951
42 H 1.3882 -1.4319 0.0533
43 H 0.5576 3.2299 -2.7812
44 H -0.6288 4.0610 -1.7396
45 H -1.1867 3.0692 -3.0858
46 O -2.6366 -3.9503 1.0692
47 C -2.6735 -3.3854 -0.0057
48 N -2.3965 -2.0678 -0.2363
49 C -2.5332 -1.7799 -1.5519
50 O -2.3876 -0.6732 -2.0530
51 C -2.9332 -3.0361 -2.2868
52 C -3.2054 -3.2935 -3.6134
53 C -3.6052 -4.5831 -3.9561
54 C -3.7314 -5.5729 -2.9899
55 C -3.4516 -5.3039 -1.6520
56 C -3.0455 -4.0292 -1.3224
57 H -3.1149 -2.5141 -4.3587
58 H -3.8236 -4.8200 -4.9901
59 H -4.0538 -6.5653 -3.2798
60 H -3.5487 -6.0653 -0.8904

Forces on atoms 1 to 3 (eV/Å):
-2.0 -0.8 0.8
0.1 0.1 -0.2
-0.2 -0.1 0.6

Summary:
Energy (eV): -56433.578
Lowest unoccupied orbital energy (eV): 2.47
ΔE to the lowest compared entry with this formula, charge and spin (eV): 0.938
Charge: -1
Kohn-Sham gap (eV): 6.9

=====

[4]
ORCA calculation (ωB97M-V/def2-TZVPD) on a structure of composition C25H22ClErNP at a distorted geometry.

Cartesian coordinates (Å):
1 Er 1.4456 -0.4318 0.9834
2 Cl 3.5026 -0.5263 2.3306
3 P 0.0514 0.2378 -1.4717
4 C 0.2781 1.9785 -1.8887
5 C -0.4765 2.5397 -2.9382
6 C -0.2945 3.8675 -3.3126
7 C 0.6132 4.6718 -2.6141
8 C 1.3405 4.1385 -1.5410
9 C 1.1927 2.8018 -1.1903
10 C 1.6335 -0.6394 -1.6069
11 C 1.6546 -1.9833 -1.1259
12 C 2.8956 -2.6044 -0.9087
13 C 4.0696 -1.9010 -1.1647
14 C 4.0500 -0.5959 -1.6590
15 C 2.8359 0.0563 -1.8435
16 C -1.0596 -0.6321 -2.5777
17 C -2.1781 -1.2857 -2.0334
18 C -2.9156 -2.1771 -2.8134
19 C -2.5656 -2.3900 -4.1591
20 C -1.4755 -1.7112 -4.7131
21 C -0.7195 -0.8304 -3.9341
22 H 0.7208 -2.5496 -0.9888
23 H 2.9223 -3.6358 -0.5379
24 H 5.0322 -2.3696 -0.9442
25 H 4.9858 -0.0824 -1.8925
26 H 2.8236 1.0858 -2.2157
27 H -1.2086 1.9177 -3.4586
28 H -0.8696 4.2725 -4.1505
29 H 0.7135 5.7293 -2.8741
30 H 2.0210 4.7871 -0.9814
31 H 1.7635 2.3977 -0.3546
32 H -2.4230 -1.1056 -0.9821
33 H -3.7531 -2.7133 -2.3690
34 H -3.1436 -3.0946 -4.7590
35 H -1.2003 -1.8836 -5.7600
36 H 0.1456 -0.3251 -4.3693
37 H 1.7788 1.2887 1.5587
38 H -0.3454 -0.2233 -0.1175
39 N -0.1000 -0.7557 2.5929
40 C -0.7235 -0.7769 3.5964
41 C -1.3665 -0.6906 4.8534
42 C -0.5956 -0.4019 6.0014
43 C -1.2186 -0.1960 7.2307
44 C -2.6143 -0.2500 7.3345
45 C -3.3867 -0.5260 6.2001
46 C -2.7778 -0.7403 4.9605
47 H 0.4898 -0.2915 5.8934
48 H -0.6028 0.0420 8.1016
49 H -3.0965 -0.0466 8.2866
50 H -4.4766 -0.5481 6.2697
51 H -3.3731 -0.8975 4.0575

Forces on atoms 1 to 3 (eV/Å):
3.1 -0.8 3.0
-0.5 -0.6 -0.5
-0.2 0.0 -2.3

Summary:
Energy (eV): -77189.016
Lowest unoccupied orbital energy (spin up / spin down) (eV): -7.51 / -7.50
Multiplicity: 4
ΔE to the lowest compared entry with this formula, charge and spin (eV): 1.187
Charge: +2
Kohn-Sham gap (spin up / spin down) (eV): 6.8 / 6.9
<S²>: 3.75